Entry 1:
# C3H9O2

A 2-piece molecular cluster, C3H9O2 overall (ωB97M-V with the def2-TZVPD basis set, OMol25).

Properties
2S+1   1
Energy above the lowest of the compared OMol25 structures with the same formula, charge and spin   82.3 kJ/mol
Kohn-Sham gap   6.28 eV
Total charge   -1

Last column: Mulliken charge in e.
Geometry (Å):
C1 -0.94852 0.77529 -0.47064  -0.449
O1 -0.68626 1.77692 -1.34736  -0.892
C2 0.23905 0.70462 0.55102  -0.693
C3 1.47692 0.22507 -0.24192  -0.834
H1 -1.07704 -0.22699 -0.94991  0.354
H2 -1.92481 0.97598 0.02937  0.222
H3 0.22143 0.05487 1.44613  0.330
H4 0.36011 1.72462 0.91272  0.359
H5 2.33065 0.13048 0.44096  0.310
H6 1.70368 0.98051 -0.99274  0.261
H7 1.27986 -0.74455 -0.69295  0.281
H8 -0.72440 -1.46198 0.10288  0.209
H9 -1.35990 -2.49231 1.02746  0.265
O2 -0.89077 -2.42255 0.18495  -0.723

***

Entry 2:
# H20NeO10

H20NeO10 as an isolated structure (ωB97M-V with the def2-TZVPD basis set, OMol25).

Properties
2S+1   1
Energy above the lowest of the compared OMol25 structures with the same formula, charge and spin   75.1 kJ/mol
Kohn-Sham gap   9.82 eV

Last column: Mulliken charge in e.
Geometry (Å):
Ne1 0.35987 0.04876 -0.61084  0.000
O1 2.56367 -0.12864 1.90237  -0.640
H1 3.02624 0.04531 2.72213  0.308
H2 3.00294 0.42499 1.25680  0.343
O2 -0.86283 -2.37751 -0.62643  -0.601
H3 -1.28208 -1.75400 -0.03338  0.244
H4 0.00670 -2.51775 -0.25163  0.413
O3 1.43961 -2.52948 1.05504  -0.660
H5 1.74896 -1.73761 1.49491  0.356
H6 2.23875 -2.98057 0.78281  0.284
O4 -2.62667 -0.17604 -1.95455  -0.563
H7 -2.41434 0.44800 -1.26047  0.313
H8 -3.42404 -0.61015 -1.65126  0.314
O5 -1.83410 2.28321 -3.45049  -0.619
H9 -1.53681 2.02889 -2.57688  0.269
H10 -2.70352 1.89112 -3.53172  0.327
O6 -0.17760 -2.43229 -3.51310  -0.650
H11 -0.02030 -3.36313 -3.35494  0.300
H12 -0.32405 -2.06232 -2.64252  0.380
O7 -1.97644 -0.19371 1.31009  -0.604
H13 -2.73384 -0.75733 1.46795  0.275
H14 -1.88333 0.31444 2.11592  0.288
O8 3.75486 1.96586 0.23829  -0.677
H15 3.29262 2.78392 0.42091  0.321
H16 3.75409 1.89776 -0.71647  0.329
O9 -1.99687 1.97867 -0.17128  -0.613
H17 -1.50844 2.79496 -0.27773  0.311
H18 -1.61553 1.57043 0.60599  0.264
O10 0.91994 0.88655 3.89627  -0.656
H19 1.19569 0.92121 2.98031  0.348
H20 1.61685 1.33646 4.37390  0.297

***

Entry 3:
# C2H5N3OS

C2H5N3OS in the gas phase (ωB97M-V with the def2-TZVPD basis set, OMol25).

Properties
2S+1   1
Energy above the lowest of the compared OMol25 structures with the same formula, charge and spin   437.0 kJ/mol
Kohn-Sham gap (spin up / spin down)   9.07 / 5.66 eV

Last column: Mulliken charge in e.
Geometry (Å):
C1 -0.62786 -0.89502 0.06579  0.582
C2 -1.65500 1.30144 0.01850  -0.638
N1 3.25051 -0.14051 0.08868  -0.484
N2 -1.62464 -0.00487 0.34321  -0.092
N3 0.62320 -0.58117 -0.17169  -0.349
O1 -0.95988 -2.10710 0.06924  -0.697
S1 1.91442 0.64168 0.21955  0.267
H1 -0.89556 1.54714 -0.64994  0.301
H2 -2.61772 1.85061 0.15414  0.279
H3 3.98963 0.31209 -0.48580  0.271
H4 -2.40893 -0.42765 0.78024  0.236
H5 1.01184 -1.49662 -0.43192  0.323

***

Entry 4:
# C4H33NO14

A 13-piece molecular cluster, C4H33NO14 overall (ωB97M-V with the def2-TZVPD basis set, OMol25).

Properties
2S+1   1
Energy above the lowest of the compared OMol25 structures with the same formula, charge and spin   743.2 kJ/mol
Kohn-Sham gap   9.04 eV

Last column: Mulliken charge in e.
Geometry (Å):
C1 -0.96567 1.83886 1.18715  -1.024
C2 -1.74324 1.19022 -0.15644  0.132
C3 -2.62589 -0.07301 0.34169  0.147
C4 -3.64504 -0.42172 -0.65236  0.399
O1 -4.26156 0.65232 -0.91637  -0.400
O2 -3.88640 -1.42264 -1.25807  -0.644
N1 -0.73181 1.17747 -1.12732  -0.254
H1 -0.91793 2.93661 1.10421  0.310
H2 -1.40049 1.56254 2.03637  0.429
H3 0.04605 1.23487 1.10513  -0.098
H4 -2.49667 1.97246 -0.34097  0.385
H5 -3.18925 -0.09179 1.33404  0.385
H6 -1.88937 -0.85012 0.63133  -0.385
H7 -4.98802 0.52740 -1.57145  0.342
H8 -0.09735 0.39237 -1.36198  0.133
H9 -1.07283 1.54923 -2.00392  0.310
H10 3.55526 0.11986 2.74039  0.187
H11 4.97274 -0.11759 2.56976  0.396
O3 4.33068 0.06423 3.29517  -0.668
H12 3.05275 0.97761 -1.95001  0.307
H13 2.71868 -0.55645 -2.03734  0.357
O4 3.40433 0.14525 -2.42537  -0.655
H14 5.62709 -0.14537 0.22091  0.296
H15 4.28032 0.25505 0.52824  0.292
O5 4.79079 -0.48334 0.64227  -0.612
H16 0.43551 -2.47614 -1.96777  0.305
H17 1.11640 -1.69111 -0.80148  0.227
O6 0.75833 -1.60860 -1.69412  -0.667
H18 -1.47894 -3.50865 -2.28321  0.309
H19 -1.59828 -3.00602 -0.78203  0.323
O7 -0.92596 -3.41359 -1.51070  -0.672
H20 -0.58911 -2.82314 1.57564  0.232
H21 0.16659 -3.08778 2.87546  0.360
O8 -0.24973 -2.29300 2.27451  -0.624
H22 2.91201 -3.53896 -0.00479  0.276
H23 2.90724 -2.10700 0.81400  0.456
O9 3.22749 -3.04546 0.69088  -0.645
H24 1.15326 -0.80668 1.86732  0.260
H25 2.63285 -0.34264 1.81373  0.115
O10 1.95347 -0.72640 1.42426  -0.257
H26 -3.54512 2.67855 -2.53478  0.291
H27 -2.69167 3.92452 -2.38923  0.323
O11 -3.38244 3.41031 -1.92291  -0.568
H28 1.86487 -4.76868 2.41114  0.319
H29 1.14771 -4.10493 1.07581  0.320
O12 1.15263 -4.67591 1.81268  -0.635
H30 -0.75369 4.45684 -2.39543  0.302
H31 0.09908 4.15096 -3.56857  0.292
O13 -0.80978 4.04340 -3.23732  -0.648
H32 -3.23342 4.12240 2.09221  0.322
H33 -2.15209 4.12242 1.02448  0.260
O14 -2.98442 4.68098 1.40516  -0.643

***

Entry 5:
# C25H32F6N5O7S2SiV

C25H32F6N5O7S2SiV as an isolated structure (ωB97M-V with the def2-TZVPD basis set, OMol25).

Properties
2S+1   1
Energy above the lowest of the compared OMol25 structures with the same formula, charge and spin   210.0 kJ/mol
Kohn-Sham gap (spin up / spin down)   5.99 / 5.99 eV
Total charge   +2

Last column: Mulliken charge in e.
Geometry (Å):
V1 0.37456 0.29002 -0.04287  -0.252
C1 -3.78111 -0.38049 -1.53343  -1.746
C2 -2.29612 -0.23449 -1.60199  0.475
N1 -1.58206 -0.19378 -0.53153  1.552
N2 -2.28629 -0.49866 0.65969  -0.909
C3 -1.46325 -1.00580 1.52054  0.504
O1 -0.18247 -1.08390 1.22759  -0.485
C4 -1.95854 -1.44790 2.82518  0.721
C5 -1.17165 -2.30531 3.59180  -0.099
C6 -1.62258 -2.73306 4.82950  -1.019
C7 -2.85093 -2.29375 5.30196  -0.457
C8 -3.63280 -1.43303 4.53913  -0.871
C9 -3.19224 -1.00910 3.30011  -0.417
C10 -1.68077 -0.16068 -2.95273  0.606
C11 -2.35236 0.51101 -3.96800  -1.108
C12 -1.77526 0.55840 -5.22883  -0.625
C13 -0.57041 -0.09260 -5.42740  -0.943
C14 0.00618 -0.76737 -4.35694  -0.079
N3 -0.52857 -0.80896 -3.14069  0.287
H1 -4.08728 -0.86589 -0.61075  0.456
H2 -4.15449 -0.92300 -2.39786  0.470
H3 -4.22464 0.61866 -1.53779  0.378
H4 -0.21016 -2.63063 3.21998  0.485
H5 -1.01834 -3.39919 5.42785  0.437
H6 -3.19927 -2.61610 6.27233  0.436
H7 -4.58369 -1.08908 4.91777  0.444
H8 -3.78541 -0.32700 2.70855  0.488
H9 -3.28963 1.01197 -3.77650  0.500
H10 -2.26377 1.08752 -6.03506  0.487
H11 -0.08654 -0.09502 -6.39245  0.465
H12 0.94176 -1.29488 -4.48568  0.452
C15 2.81184 3.10408 0.33446  -0.734
Si1 2.16679 2.48887 -1.27913  0.173
C16 1.70603 3.90947 -2.39553  -1.122
C17 3.37269 1.33496 -2.07626  -0.971
C18 0.28641 1.70978 -1.42834  -0.716
H13 3.57428 3.83572 0.05196  0.526
H14 3.30699 2.34040 0.93088  0.323
H15 2.08361 3.62464 0.95511  0.009
H16 2.61246 4.51355 -2.47608  0.468
H17 0.92334 4.54109 -1.98015  0.370
H18 1.41720 3.59112 -3.39482  0.344
H19 4.28857 1.90523 -2.24933  0.493
H20 3.03221 0.95002 -3.03663  0.323
H21 3.63975 0.48905 -1.44409  0.248
H22 0.17568 1.46450 -2.48081  0.562
H23 -0.44948 2.45527 -1.13265  0.846
O2 2.57537 -1.95828 -2.36415  -0.594
C19 1.91337 -1.95616 -1.37071  0.312
O3 1.46896 -0.82108 -0.79644  -0.175
C20 1.53471 -3.18938 -0.57344  -0.566
N4 2.28654 -4.34868 -1.20743  0.043
C21 1.26284 -5.36748 -1.67959  -0.675
C22 0.02720 -4.51960 -1.89731  -0.683
C23 0.05320 -3.57492 -0.69866  0.412
H24 1.86343 -3.05032 0.45731  0.504
H25 2.97539 -4.75818 -0.57515  0.376
H26 2.80058 -3.95565 -2.01696  0.462
H27 1.12440 -6.07566 -0.86338  0.319
H28 1.66314 -5.88543 -2.54757  0.435
H29 -0.86906 -5.13532 -1.92717  0.533
H30 0.09451 -3.96513 -2.83456  0.163
H31 -0.26017 -4.09137 0.20894  0.458
H32 -0.56914 -2.69452 -0.82145  -0.758
F1 2.03941 0.48246 1.96399  -0.150
C24 1.46504 0.93383 3.10710  0.881
F2 2.35264 1.66564 3.74070  -0.193
F3 1.09133 -0.10316 3.81466  -0.159
S1 -0.01735 2.00009 2.64393  0.468
O4 -0.12322 1.50781 1.13106  -0.642
O5 -1.12037 1.53413 3.39623  -0.548
N5 0.35141 3.43876 2.48936  -0.011
S2 0.87818 4.40172 3.74995  1.035
O6 2.17311 4.86301 3.39657  -0.580
O7 0.59445 3.77859 4.99532  -0.551
C25 -0.31143 5.79814 3.50542  0.715
F4 0.04573 6.77493 4.32501  -0.185
F5 -0.26179 6.22417 2.25033  -0.214
F6 -1.54263 5.40135 3.77805  -0.207

***

Entry 6:
# C2H2N2

A 2-piece molecular cluster, C2H2N2 overall (ωB97M-V with the def2-TZVPD basis set, OMol25).

Properties
2S+1   1
Energy above the lowest of the compared OMol25 structures with the same formula, charge and spin   310.4 kJ/mol
SMILES string   N#CC#N.[H][H]
Kohn-Sham gap   11.00 eV

Last column: Mulliken charge in e.
Geometry (Å):
N1 -2.53569 1.29323 -0.06284  -0.264
C1 -1.59475 0.69541 -0.34324  0.167
C2 -0.59199 -0.28061 -0.30129  0.178
N2 0.46967 -0.63746 -0.11952  -0.113
H1 2.38986 -0.40064 0.48213  0.047
H2 1.86291 -0.66992 0.34476  -0.015